5 unconnected molecules or ions with the total composition C4H19NO5. Source: the Open Molecules 2025 dataset; level of theory: ωB97M-V with the def2-TZVPD basis set.

Each line ends with the natural charge from an NBO analysis.
Element x y z (Å)
C: -0.2196 -1.4446 1.1782  -0.253
O: -0.6823 -2.4854 2.0547  -0.547
C: -0.2245 -2.3756 3.4150  -0.070
C: -1.2658 -3.1642 4.2835  -0.057
C: -2.5807 -2.2855 4.4723  -0.642
N: -0.7741 -3.3910 5.6754  -0.832
H: -0.3821 -0.4559 1.6075  0.167
H: -0.6416 -1.5223 0.1762  0.195
H: 0.8369 -1.5211 0.9213  0.164
H: 0.7821 -2.7374 3.6250  0.163
H: -0.1706 -1.3182 3.6743  0.160
H: -1.5405 -4.1045 3.8057  0.208
H: -3.1687 -2.1580 3.5634  0.218
H: -2.5376 -1.2138 4.6662  0.206
H: -3.2476 -2.6089 5.2716  0.222
H: 0.0851 -3.9176 5.7437  0.352
H: -0.4952 -2.5076 6.0778  0.346
O: 4.1560 0.6249 -5.1923  -0.943
H: 3.6583 0.4130 -5.9820  0.471
H: 5.0497 0.7691 -5.5034  0.472
O: 1.6473 6.1362 -4.3402  -0.937
H: 2.5928 6.2360 -4.2292  0.465
H: 1.5281 5.2134 -4.5648  0.473
O: -2.0469 4.4163 -7.1012  -0.937
H: -2.4340 5.0546 -6.5021  0.468
H: -1.5742 3.8089 -6.5321  0.469
O: 0.9277 2.3506 -3.6212  -0.947
H: 0.9367 2.1088 -2.6951  0.471
H: 1.7856 2.0797 -3.9483  0.476

Forces on atoms 1 to 3 (eV/Å):
0.46 -0.50 0.15
0.74 0.55 -0.29
-1.31 -0.46 -0.37

HOMO level	-9.45	eV
Kohn-Sham gap	9.77	eV
net charge	0
molar mass	161.2	g mol⁻¹
lowest unoccupied orbital energy	0.321	eV
E_tot	-16182.4078	eV
2S+1	1

---

C4H2 in the gas phase. Source: the Open Molecules 2025 dataset; level of theory: ωB97M-V with the def2-TZVPD basis set.

Each line ends with the natural charge from an NBO analysis.
Element x y z (Å)
C: 0.2138 -0.1613 -0.1196  -0.165
C: 1.2823 -0.0089 0.4816  -0.101
C: -1.0168 -0.2719 -0.7223  -0.605
C: -2.1977 -0.3020 -1.1760  0.094
H: 2.1743 0.1529 1.0491  0.264
H: -0.4559 0.5914 0.4871  0.512

Forces on atoms 1 to 3 (eV/Å):
0.46 -0.11 0.09
-0.38 -0.06 -0.20
-0.47 -0.18 -0.38

HOMO level	-9.71	eV
Kohn-Sham gap	8.32	eV
net charge	0
molar mass	50.1	g mol⁻¹
lowest unoccupied orbital energy	-1.385	eV
E_tot	-4171.7479	eV
2S+1	1

---

A molecular structure, C4H20B2CrN4O8. Source: the Open Molecules 2025 dataset; level of theory: ωB97M-V with the def2-TZVPD basis set.

Each line ends with the natural charge from an NBO analysis.
Element x y z (Å)
Cr: 18.5343 -3.0258 -26.1065  1.115
B: 19.6035 -4.2537 -27.7716  -0.693
H: 18.6790 -4.6677 -27.2452  -0.016
H: 20.5060 -4.6225 -27.1463  0.015
H: 19.6856 -4.4524 -28.9081  0.016
H: 19.5489 -3.1148 -27.6707  -0.036
B: 19.9192 -3.4095 -24.4507  -0.709
H: 19.4615 -4.2909 -25.0144  0.025
H: 20.4621 -3.7229 -23.4797  0.037
H: 20.7055 -2.9097 -25.1458  0.012
H: 19.0745 -2.6745 -24.2113  -0.037
C: 21.2962 -0.0723 -25.6397  -0.494
N: 20.2454 -0.1614 -26.6724  0.570
O: 19.3865 -1.0030 -26.5358  -0.406
O: 20.2844 0.6474 -27.5704  -0.342
H: 21.9956 0.7239 -25.8604  0.232
H: 21.7560 -1.0577 -25.5732  0.268
H: 20.8735 0.1256 -24.6557  0.238
C: 14.9897 -2.9294 -29.0192  -0.469
N: 15.6505 -2.2662 -27.8597  0.564
O: 15.3728 -1.1182 -27.5726  -0.339
O: 16.5744 -2.8938 -27.3523  -0.396
H: 14.0724 -2.3900 -29.2248  0.233
H: 14.8776 -3.9716 -28.7432  0.244
H: 15.6907 -2.8164 -29.8423  0.252
C: 15.9252 -6.4184 -24.2126  -0.477
N: 16.5910 -5.7383 -25.3579  0.552
O: 16.7919 -6.3163 -26.3940  -0.319
O: 16.9302 -4.5807 -25.1505  -0.408
H: 16.6605 -6.2032 -23.4371  0.245
H: 15.9117 -7.4840 -24.4156  0.232
H: 14.9364 -6.0242 -24.0190  0.240
C: 16.2143 0.0303 -23.3348  -0.487
N: 15.8966 -1.1234 -24.2145  0.564
O: 14.7507 -1.5142 -24.2212  -0.361
O: 16.7748 -1.5774 -24.9105  -0.383
H: 15.5395 0.0257 -22.4897  0.238
H: 16.1940 1.0002 -23.8255  0.245
H: 17.2647 -0.1603 -23.1020  0.238

Forces on atoms 1 to 3 (eV/Å):
-0.04 -0.82 -0.44
0.89 -0.65 -0.23
-1.93 -1.17 0.53

HOMO level (alpha / beta)	-7.95 / -8.96	eV
Kohn-Sham gap (alpha / beta)	7.55 / 8.54	eV
net charge	0
molar mass	325.8	g mol⁻¹
lowest unoccupied orbital energy (alpha / beta)	-0.402 / -0.424	eV
E_tot	-56571.9024	eV
2S+1	5

---

A molecular structure, C4H20BCs3N8O4. Source: the Open Molecules 2025 dataset; level of theory: ωB97M-V with the def2-TZVPD basis set.

Each line ends with the Löwdin charge.
Element x y z (Å)
Cs: -3.8533 0.7231 -1.5905  1.069
Cs: -3.2174 2.2766 2.5538  1.085
Cs: -1.8189 -3.0623 0.7902  1.046
B: -1.3679 0.5465 0.3531  -0.735
H: -1.6629 1.5107 -0.0311  -0.097
H: -1.0863 0.7399 1.3766  -0.094
H: -2.1356 -0.2115 0.3374  -0.155
H: -0.4931 0.2493 -0.2042  -0.043
C: -0.9013 -0.5811 4.3026  -0.765
O: -1.2390 0.5794 4.3857  -0.031
N: -1.0270 -1.4376 5.3319  0.186
N: -0.4719 -1.0944 3.2136  0.157
H: -0.8137 -2.4127 5.1781  0.110
H: -1.6428 -1.1406 6.0753  0.128
H: -0.3752 -0.4219 2.4663  0.073
H: -0.3201 -2.0917 3.1622  0.079
C: 1.8238 -2.6531 -1.4141  -0.784
O: 1.1409 -3.1755 -0.5524  -0.071
N: 2.2574 -1.4450 -1.2043  0.187
N: 2.1318 -3.1251 -2.5823  0.199
H: 2.8417 -1.0466 -1.9254  0.126
H: 2.0981 -0.9469 -0.3403  0.100
H: 2.7725 -2.5581 -3.1190  0.125
H: 1.9652 -4.0928 -2.8187  0.137
C: 1.6286 2.5620 1.1648  -0.758
O: 2.5302 3.2791 1.6494  0.039
N: 0.4832 2.9743 0.7967  0.172
N: 1.6637 1.2988 0.8914  0.165
H: -0.2706 2.3528 0.5405  0.029
H: 0.3355 3.9702 0.8782  0.138
H: 2.5262 0.8185 1.1047  0.130
H: 0.8179 0.8520 0.5671  0.028
C: -0.1957 1.1949 -3.8052  -0.811
O: 0.4189 2.2217 -3.5519  0.065
N: -0.4847 0.2640 -2.9610  0.165
N: -0.7265 0.9940 -4.9533  0.171
H: -0.1814 0.3800 -2.0046  0.077
H: -0.9768 -0.5180 -3.3690  0.112
H: -1.6037 0.5044 -5.0570  0.110
H: -0.5698 1.7226 -5.6350  0.138

Forces on atoms 1 to 3 (eV/Å):
-0.21 0.24 -0.67
0.46 0.09 0.64
0.56 -0.30 -0.29

HOMO level	-13.30	eV
Kohn-Sham gap	6.80	eV
net charge	+2
molar mass	653.8	g mol⁻¹
lowest unoccupied orbital energy	-6.507	eV
E_tot	-26891.6959	eV
2S+1	1

---

3 unconnected molecules or ions with the total composition C4H20BN5O3P. Source: the Open Molecules 2025 dataset; level of theory: ωB97M-V with the def2-TZVPD basis set.

Each line ends with the natural charge from an NBO analysis.
Element x y z (Å)
C: -1.1056 -0.2693 0.8026  -0.621
C: -1.1628 0.4219 -0.5579  -0.716
P: -0.1155 -0.4698 -1.9194  0.391
B: 1.1523 1.0250 -2.3733  0.777
N: 2.6137 0.7954 -2.5206  -1.191
O: 0.7186 2.3134 -2.7279  -0.974
H: -0.0931 -0.6394 1.0012  0.203
H: -1.4192 0.3736 1.6321  0.183
H: -1.7733 -1.1357 0.8138  0.192
H: -0.8765 1.4825 -0.4628  0.154
H: -2.1922 0.4061 -0.9329  0.197
H: 0.8490 -1.0137 -0.8970  -0.212
H: -1.0110 -1.6678 -1.7331  -0.219
H: -1.0595 0.0416 -2.9846  -0.214
H: 0.6610 -1.2467 -2.9657  -0.184
H: 2.8204 0.4667 -3.4614  0.373
H: 2.8214 -0.0168 -1.9341  0.376
H: 0.2607 2.7372 -2.0001  0.491
C: 4.8457 0.1558 1.0362  0.770
O: 3.9748 -0.6872 1.0553  -0.635
N: 5.6102 0.4316 2.1549  -0.870
N: 5.1701 0.8989 -0.0604  -0.854
H: 6.3263 1.1306 2.1772  0.375
H: 5.3947 -0.0872 2.9842  0.401
H: 4.6378 0.7994 -0.9112  0.433
H: 5.9154 1.5673 -0.0414  0.373
C: -5.0704 -0.5957 1.6527  0.770
O: -4.3372 0.2436 1.1818  -0.622
N: -5.0950 -0.8888 2.9957  -0.862
N: -5.9312 -1.3392 0.8833  -0.860
H: -5.6727 -1.6012 3.3965  0.378
H: -4.4451 -0.3900 3.5734  0.407
H: -5.8927 -1.1804 -0.1064  0.412
H: -6.5192 -2.0618 1.2492  0.377

Forces on atoms 1 to 3 (eV/Å):
0.04 -0.09 -0.02
-0.20 -0.07 0.01
0.11 0.03 0.16

HOMO level	-1.99	eV
Kohn-Sham gap	4.69	eV
net charge	-1
molar mass	228.0	g mol⁻¹
lowest unoccupied orbital energy	2.697	eV
E_tot	-28030.7225	eV
2S+1	1

---

6 unconnected molecules or ions with the total composition C4H20N2O6. Source: the Open Molecules 2025 dataset; level of theory: ωB97M-V with the def2-TZVPD basis set.

Each line ends with the natural charge from an NBO analysis.
Element x y z (Å)
C: 3.0207 -0.1232 -0.8709  -0.630
C: 1.9011 0.4846 -0.0229  -0.033
N: 0.5989 0.6821 -0.7125  -0.914
C: 1.6180 -0.4941 1.2122  -0.231
N: 0.6072 0.0465 2.1817  -0.626
C: -0.7284 -0.0699 1.9716  0.520
O: -1.2101 -0.7452 1.0839  -0.664
H: 2.8767 -1.2000 -1.1701  0.219
H: 2.8931 0.3542 -1.8254  0.226
H: 3.9385 0.1096 -0.3386  0.217
H: 2.2633 1.3588 0.4951  0.177
H: -0.0926 0.4981 -0.0217  0.366
H: 0.3800 0.2756 -1.6079  0.400
H: 1.2452 -1.4418 0.8766  0.212
H: 2.5276 -0.5653 1.8220  0.196
H: 1.1778 0.4808 2.8810  0.420
H: -1.3504 0.3359 2.7815  0.146
O: -0.2615 3.1250 0.9724  -0.975
H: -0.8449 3.8101 0.6188  0.480
H: 0.0741 2.6217 0.2135  0.487
O: -0.2782 0.1236 -3.7616  -0.966
H: -0.8137 0.8498 -3.4353  0.472
H: -0.8158 -0.6435 -3.9867  0.501
O: -2.8134 2.0820 -0.3165  -0.952
H: -3.2820 1.9824 -1.1468  0.473
H: -2.1049 1.4422 -0.2230  0.478
O: 0.5777 -3.3624 2.0307  -0.937
H: 0.0858 -3.7265 2.7795  0.466
H: 0.1140 -2.5207 1.9186  0.470
O: -1.9763 -1.7942 -2.5724  -0.965
H: -1.6479 -1.0967 -1.9857  0.480
H: -2.1976 -2.5614 -2.0413  0.486

Forces on atoms 1 to 3 (eV/Å):
-1.43 -0.32 -0.23
-1.33 -2.89 1.04
1.26 1.47 0.71

HOMO level	-9.17	eV
Kohn-Sham gap	9.62	eV
net charge	0
molar mass	192.2	g mol⁻¹
lowest unoccupied orbital energy	0.451	eV
E_tot	-19737.2777	eV
2S+1	1

---

7 unconnected molecules or ions with the total composition C4H20NO9. Source: the Open Molecules 2025 dataset; level of theory: ωB97M-V with the def2-TZVPD basis set.

Each line ends with the natural charge from an NBO analysis.
Element x y z (Å)
O: 1.0793 -0.2018 0.3374  -0.917
C: 0.2099 -1.0076 -0.2783  0.387
C: -0.5534 -2.0693 0.6426  -0.131
C: -0.0582 -2.1431 2.0969  -0.061
O: 1.3351 -2.0432 2.1413  -0.768
N: -1.9746 -1.5664 0.7049  -0.659
C: -2.0045 -0.3365 -0.0577  0.073
O: -0.8433 -0.2590 -0.9206  -0.580
H: 0.7139 -1.6404 -1.0567  0.116
H: -0.4339 -3.0594 0.1717  0.181
H: -0.6430 -1.3643 2.6501  0.166
H: -0.1762 -3.1220 2.6064  0.167
H: 1.6609 -1.2435 1.6936  0.505
H: -2.5788 -2.2798 0.3146  0.356
H: -1.9160 0.5092 0.6442  0.170
H: -2.8524 -0.1661 -0.7542  0.167
H: 1.8703 0.3398 -2.8479  0.518
H: 2.2390 0.5360 -4.3962  0.468
O: 1.5032 0.4297 -3.7788  -1.022
H: 0.5099 0.9046 1.3899  0.523
H: 0.6093 2.2268 2.3891  0.479
O: 0.0962 1.4676 2.1028  -1.018
H: -0.0862 1.3423 -3.5642  0.513
H: -1.3658 1.6313 -2.8508  0.473
O: -0.6964 2.0828 -3.3656  -0.973
H: 0.5105 2.7096 -0.7415  0.464
H: -0.0016 3.0518 -2.1081  0.492
O: 0.2950 3.4809 -1.2714  -0.991
H: 2.0151 0.2730 -0.6979  0.519
H: 2.9897 -0.8592 -1.3885  0.464
O: 2.7371 0.0643 -1.4700  -1.035
H: -0.8178 0.9375 3.3487  0.503
H: -2.0826 0.4196 4.0804  0.451
O: -1.2896 0.9549 4.2337  -0.999

Forces on atoms 1 to 3 (eV/Å):
0.10 0.91 0.57
-0.21 -1.16 -0.07
-0.56 0.76 0.53

HOMO level	-5.79	eV
Kohn-Sham gap	8.98	eV
net charge	-1
molar mass	226.2	g mol⁻¹
lowest unoccupied orbital energy	3.184	eV
E_tot	-24391.9981	eV
2S+1	1

---

A molecular structure, C4H21Ag2NO8V. Source: the Open Molecules 2025 dataset; level of theory: ωB97M-V with the def2-TZVPD basis set.

Each line ends with the natural charge from an NBO analysis.
Element x y z (Å)
V: -1.5420 1.1122 3.3784  1.514
Ag: -2.4441 -1.2261 1.1819  1.319
Ag: 0.8799 -0.8773 2.2053  1.328
O: -3.0072 -0.4512 3.1442  -1.117
H: -3.1054 -1.2264 3.7054  0.487
O: -0.7605 0.3633 1.4412  -1.191
H: -0.3879 1.0134 0.8336  0.476
O: 0.0281 -0.1527 4.1065  -1.078
H: -0.2245 -0.9074 4.6507  0.489
O: -0.8064 -2.4171 1.8206  -1.029
H: -0.8094 -2.9824 2.6041  0.479
C: 3.8208 -0.3171 -0.4365  -0.636
C: 2.3167 -0.2491 -0.7737  -0.071
C: 2.0674 -0.4980 -2.2611  -0.082
O: 0.7236 -0.1350 -2.5238  -0.601
C: 0.2434 -0.3321 -3.8489  -0.262
N: 1.6057 -1.2677 0.0335  -0.852
H: 4.1232 -0.0355 0.5708  0.234
H: 4.3628 0.4047 -1.0549  0.242
H: 4.2192 -1.2937 -0.7149  0.224
H: 1.9583 0.7458 -0.5039  0.195
H: 2.3030 -1.5405 -2.5020  0.187
H: 2.7636 0.0954 -2.8591  0.210
H: 1.0125 -0.8856 -4.3904  0.196
H: 0.1111 0.6100 -4.3881  0.199
H: -0.7285 -0.8211 -3.8954  0.205
H: 0.7414 -1.2920 -0.5322  0.395
H: 1.8962 -2.2058 -0.2569  0.404
O: -3.4184 0.5411 -0.0375  -0.988
H: -4.0701 1.1548 0.3161  0.496
H: -2.7470 1.1090 -0.4820  0.521
O: -1.3698 1.7491 -1.4790  -0.983
H: -0.6134 1.1823 -1.7325  0.511
H: -0.9991 2.6346 -1.3855  0.489
O: -2.5295 2.5566 2.2676  -0.960
H: -2.1437 3.0531 1.5344  0.521
H: -3.4699 2.7882 2.2641  0.531

Forces on atoms 1 to 3 (eV/Å):
0.65 -2.44 -0.65
0.18 -0.06 0.54
-0.20 0.20 -0.07

HOMO level (alpha / beta)	-15.39 / -16.00	eV
Kohn-Sham gap (alpha / beta)	8.69 / 6.31	eV
net charge	+2
molar mass	477.9	g mol⁻¹
lowest unoccupied orbital energy (alpha / beta)	-6.697 / -9.689	eV
E_tot	-56026.6138	eV
2S+1	6